[1]
49
Properties=species:S:1:pos:R:3:forces:R:3:lowdin_charge:R:1 method="wB97M-V/def2-TZVPD" total_energy_ha=-1186.7584 e_above_lowest_kj_mol=262.35 smiles="COc1ccc(CCNC(=O)/C=C/c2ccc3ccccc3n2)cc1OC" homo_lumo_gap_ev=7.5 homo_ev=-7.777
C 2.1417 -0.5203 -1.7297 0.099 -0.114 0.180 -0.081
O 1.2723 0.1201 -2.6353 -0.424 0.136 -0.314 -0.110
C -0.0787 -0.0189 -2.4588 0.117 0.043 -0.005 -0.191
C -0.6376 -0.9035 -1.5471 0.164 0.021 -0.047 -0.019
C -2.0087 -1.0133 -1.3954 -0.077 -0.049 -0.194 -0.062
C -2.8664 -0.2377 -2.1575 -0.003 -0.243 -0.106 -0.251
C -2.3138 0.6310 -3.0843 0.283 -0.109 0.005 0.043
C -0.9422 0.7604 -3.2546 -0.153 0.019 0.040 -0.188
O -0.5720 1.6407 -4.2281 -0.182 -0.359 0.034 -0.066
C 0.6890 2.2713 -4.1742 0.395 0.265 -0.108 -0.075
H 0.8838 2.6859 -3.1825 0.003 -0.014 -0.030 0.100
H 0.6341 3.0825 -4.9007 0.020 -0.023 0.069 0.092
H 1.4976 1.5901 -4.4472 -0.096 0.122 0.034 0.087
H -2.9464 1.2581 -3.6928 -0.076 0.136 -0.091 0.134
C -4.3422 -0.2130 -1.8798 0.150 0.270 0.159 -0.126
H -4.9078 -0.0239 -2.7921 -0.075 -0.063 -0.028 0.115
H -4.6664 -1.1677 -1.4585 -0.043 -0.022 -0.049 0.112
C -4.6351 0.9177 -0.8716 -0.201 -0.009 -0.207 -0.169
N -3.8352 0.7686 0.3207 -0.256 -0.141 0.190 0.052
C -2.6007 1.3478 0.3994 -0.110 0.166 0.153 -0.511
O -2.2645 2.2883 -0.2900 0.134 0.049 -0.129 0.079
C -1.7201 0.7330 1.4210 0.573 0.064 0.118 0.003
C -0.3950 0.8328 1.3012 -0.701 0.192 -0.189 -0.011
C 0.5931 0.1921 2.1562 0.389 -0.263 0.313 -0.260
N 1.7745 -0.0111 1.6147 -0.442 0.390 -0.313 0.154
C 2.7380 -0.6173 2.3293 0.152 -0.320 0.676 -0.214
C 3.9963 -0.8351 1.7275 0.152 -0.087 0.085 -0.009
C 4.9968 -1.4470 2.4292 -0.046 0.098 -0.249 -0.076
C 4.7914 -1.8680 3.7533 -0.119 -0.061 0.280 -0.081
C 3.5836 -1.6705 4.3638 0.195 -0.068 0.021 -0.037
C 2.5311 -1.0439 3.6709 -0.011 0.153 -0.418 -0.156
C 1.2610 -0.8011 4.2369 -0.177 0.082 -0.164 -0.003
C 0.2961 -0.1919 3.4884 0.185 -0.117 0.162 -0.002
H -0.6770 0.0221 3.9013 -0.077 0.015 0.055 0.107
H 1.0719 -1.0996 5.2593 -0.036 -0.003 0.065 0.117
H 3.4182 -1.9908 5.3830 0.013 -0.035 0.088 0.112
H 5.5978 -2.3494 4.2865 0.039 -0.036 0.061 0.103
H 5.9595 -1.6126 1.9682 0.062 0.001 -0.062 0.104
H 4.1375 -0.5046 0.7106 0.017 0.052 -0.111 0.105
H 0.0007 1.3872 0.4608 0.007 0.053 -0.091 0.125
H -2.1909 0.1524 2.2022 0.013 -0.126 0.119 0.108
H -3.9782 -0.0879 0.8353 0.140 0.089 0.012 0.133
H -5.6937 0.9242 -0.5980 0.062 0.083 -0.061 0.117
H -4.3627 1.8795 -1.3097 -0.135 -0.065 0.039 0.122
H -2.4006 -1.7133 -0.6705 -0.058 -0.054 0.070 0.115
H 0.0024 -1.5137 -0.9299 0.124 -0.036 0.039 0.108
H 3.1396 -0.1823 -2.0082 -0.013 -0.061 0.055 0.095
H 1.9336 -0.2374 -0.6921 0.024 -0.040 -0.158 0.058
H 2.0944 -1.6102 -1.8308 -0.001 0.018 0.000 0.098

***

[2]
62
Properties=species:S:1:pos:R:3:forces:R:3:lowdin_charge:R:1 method="wB97M-V/def2-TZVPD" total_energy_ha=-2407.1304 homo_lumo_gap_ev=8.4 homo_ev=-8.585
O -2.8049 -4.9330 5.6478 -0.662 -1.444 -0.862 -0.351
S -2.9111 -6.2710 5.0765 2.306 1.397 0.586 0.977
O -2.6939 -6.1592 3.4474 -1.198 -0.183 0.570 -0.346
C -1.3124 -5.8378 3.1275 1.149 1.269 0.918 -0.225
C -1.1275 -4.2717 3.0508 0.387 -0.523 0.256 -0.155
C 0.1234 -3.8454 2.1833 -0.926 -0.232 0.046 -0.216
N -0.1353 -2.5231 1.5679 1.313 -0.252 0.458 -0.088
C 0.6984 -1.5121 2.2387 -0.098 0.838 0.130 -0.194
C 0.5316 -0.0511 1.7216 0.200 2.201 -0.097 -0.113
C 1.0788 1.0217 2.5784 -0.512 0.611 -1.177 -0.048
C 1.0450 2.4303 2.2243 -1.068 -1.408 -1.835 -0.071
C 0.4349 2.8184 0.9394 0.103 -2.149 0.336 -0.053
C -0.1259 1.7849 0.0773 1.106 -0.257 2.001 -0.003
C -0.0712 0.3760 0.4672 0.297 1.264 1.170 -0.249
O -0.6200 -0.5538 -0.4269 -0.172 0.310 0.248 -0.033
O -4.5682 -6.7039 5.3271 0.419 -1.949 -0.095 -0.402
S -4.6964 -8.3543 5.3750 -2.613 -2.413 -2.144 0.644
O -4.3252 -8.9243 4.0990 1.302 1.354 1.895 -0.245
O -6.0350 -8.7476 5.7388 1.916 1.576 1.089 -0.227
F -3.6675 -8.8732 6.5325 -1.280 1.478 -1.610 -0.165
H -0.9824 -6.3348 2.1841 -0.799 0.203 0.759 0.133
H -0.6730 -6.2049 3.9770 -0.325 0.015 -0.865 0.118
H -2.0895 -3.8313 2.6728 0.974 -0.408 0.094 0.122
H -0.9649 -3.8690 4.0876 -0.427 -0.383 -0.936 0.111
H 0.3492 -4.6113 1.3905 -0.294 0.623 0.621 0.113
H 1.0338 -3.7807 2.8394 -0.851 -0.095 -0.609 0.118
H -1.1229 -2.2808 1.5678 0.392 -0.084 0.258 0.095
H 0.4939 -1.5165 3.3571 0.266 0.223 -0.974 0.124
H 1.7849 -1.7925 2.1301 -1.061 0.178 -0.080 0.131
H 1.5581 0.7499 3.5552 -0.571 0.129 -1.047 0.106
H 1.4564 3.2210 2.8957 -0.366 -0.939 -0.616 0.096
H 0.3796 3.8723 0.5714 0.122 -1.279 0.800 0.061
H -0.5995 2.0695 -0.8902 0.422 -0.368 0.913 0.111
H -1.5556 -0.7328 -0.2216 0.646 0.258 -0.004 0.111
O 3.3649 2.1504 -4.5269 -0.142 -0.210 0.253 0.095
C 2.4171 1.4344 -4.3256 0.114 -0.021 -0.301 -0.533
O 2.4657 0.5176 -3.3445 0.284 0.228 0.269 0.005
C 1.3324 -0.2417 -2.9000 -0.158 -0.288 -0.056 -0.237
C 1.1374 -1.4811 -3.7493 0.039 0.001 -0.221 -0.058
C 1.2057 1.4834 -5.2211 -0.498 0.359 0.207 0.009
H 0.4362 0.3790 -2.8532 0.066 0.001 -0.054 0.103
H 1.5500 -0.5425 -1.8752 0.137 0.200 -0.076 0.116
H 0.9298 -1.2265 -4.7905 -0.086 0.003 0.046 0.066
H 0.3094 -2.0813 -3.3686 0.039 0.045 0.036 0.082
H 2.0442 -2.0892 -3.7469 -0.049 0.023 0.101 0.084
H 1.3868 0.8677 -6.1021 -0.004 0.006 0.039 0.096
H 1.0510 2.5166 -5.5326 0.214 -0.100 -0.120 0.082
H 0.2846 1.1674 -4.7358 0.052 -0.204 -0.069 0.070
O -0.3424 5.4523 -0.1636 -0.217 0.508 -0.608 0.070
C 0.2090 6.0543 -1.0527 0.302 -0.135 0.139 -0.510
O -0.3668 6.1295 -2.2635 -0.522 -0.014 0.118 0.007
C 0.1014 6.9715 -3.3240 0.276 0.004 -0.279 -0.230
C 1.1897 6.2881 -4.1275 0.128 -0.115 0.117 -0.059
C 1.5809 6.6417 -0.8553 0.001 0.601 0.174 0.018
H 0.4120 7.9470 -2.9441 0.045 -0.092 0.084 0.114
H -0.7597 7.1534 -3.9688 -0.094 -0.123 0.226 0.123
H 2.0671 6.0741 -3.5154 0.006 0.083 -0.047 0.071
H 1.4987 6.9131 -4.9669 -0.033 -0.018 0.027 0.084
H 0.8324 5.3315 -4.5136 -0.046 0.092 -0.027 0.077
H 2.3292 5.8656 -1.0192 -0.032 0.011 -0.020 0.102
H 1.6561 7.0000 0.1715 -0.005 -0.258 -0.009 0.095
H 1.7919 7.4958 -1.4950 0.080 -0.152 -0.146 0.071

***

[3]
112
Properties=species:S:1:pos:R:3:forces:R:3:lowdin_spin:R:1 method="wB97M-V/def2-TZVPD" total_energy_ha=-6916.8632 e_above_lowest_kj_mol=21.55 homo_lumo_gap_ev="7.4 / 6.1" spin_multiplicity=5 s2=6.1004 total_charge=+1 homo_ev="-10.024 / -9.737"
Cr 0.6250 -2.3604 -0.3924 -0.067 -0.453 -0.237 3.449
C 4.1127 1.5995 -0.1755 0.065 0.041 -0.011 0.001
C 2.6239 1.6603 -0.1884 -0.172 0.148 -0.021 0.002
C 1.9144 2.7779 -0.5106 0.127 -0.223 0.019 0.005
C 0.4969 2.7466 -0.5369 -0.069 -0.185 0.032 0.010
N -0.1617 1.6797 -0.1775 -0.218 0.209 -0.034 -0.001
N 0.5290 0.5945 0.1675 0.233 0.248 -0.061 0.044
B -0.2122 -0.5540 0.7978 0.006 0.029 0.203 0.271
N -1.7298 -0.5617 0.6553 -0.354 -0.336 -0.220 0.043
N -2.2949 0.3332 1.4836 -0.124 0.218 0.228 0.011
C -3.5899 0.4446 1.5151 0.166 -0.101 0.004 0.004
C -4.4094 -0.3679 0.6837 0.123 -0.103 -0.157 0.002
C -3.8533 -1.2917 -0.1420 -0.025 0.212 0.122 0.000
C -4.6517 -2.1872 -1.0252 -0.104 -0.017 -0.004 0.000
C -2.4245 -1.4051 -0.1335 0.171 0.068 0.067 0.009
S -1.6606 -2.5951 -1.0633 0.064 0.099 -0.118 -0.004
C -4.2111 1.4470 2.4705 0.038 0.074 0.012 0.001
C -3.1421 2.1375 3.3151 0.022 -0.037 -0.074 0.000
C -4.9750 2.4923 1.6467 -0.024 -0.036 0.054 0.000
C -5.1850 0.7110 3.3991 -0.029 0.004 0.002 0.000
N 0.2152 -0.7277 2.2599 0.095 -0.028 0.234 0.030
N 0.4955 0.4200 2.8891 0.053 0.222 0.012 0.002
C 0.8203 0.3892 4.1469 -0.048 -0.033 -0.107 0.004
C 0.8449 -0.8398 4.8625 -0.058 -0.129 -0.133 0.001
C 0.5788 -2.0118 4.2249 0.016 0.251 0.039 0.001
C 0.6100 -3.3399 4.8975 0.027 -0.045 0.079 0.002
C 0.2937 -1.9404 2.8229 -0.055 -0.088 0.048 0.010
S 0.0835 -3.3203 1.8658 -0.081 0.001 -0.116 0.073
C 1.1723 1.7068 4.8109 0.002 0.071 -0.007 0.001
C 0.1979 1.9652 5.9672 -0.006 -0.004 -0.025 0.000
C 1.0855 2.8557 3.8069 0.048 0.010 0.072 0.000
C 2.6056 1.6164 5.3482 0.004 0.001 0.033 0.000
C 1.8670 0.4929 0.0989 0.000 -0.057 0.018 0.016
S 2.5565 -1.0502 0.3078 0.149 -0.165 -0.025 0.062
C -0.2994 3.9472 -1.0085 -0.085 0.018 0.032 0.001
C -1.7863 3.7512 -0.7263 -0.020 0.016 -0.054 0.000
C 0.1786 5.2107 -0.2844 0.027 0.023 -0.019 0.000
C -0.0746 4.0905 -2.5196 -0.038 0.003 0.036 0.001
H 4.5423 2.5551 -0.4695 0.006 0.004 0.011 0.000
H 4.4675 0.8209 -0.8520 0.006 -0.004 -0.011 0.001
H 4.4731 1.3376 0.8207 0.020 -0.010 0.002 0.000
H 2.4327 3.6881 -0.7827 0.019 0.001 0.014 0.000
H -5.4842 -0.2521 0.7186 -0.023 -0.021 -0.006 0.000
H -5.7154 -1.9916 -0.9101 -0.015 0.000 -0.003 0.000
H -4.4493 -3.2320 -0.7867 -0.018 -0.011 -0.005 0.000
H -4.3704 -2.0409 -2.0687 0.001 -0.007 -0.015 0.000
H -2.3644 2.5744 2.6898 0.021 0.038 -0.009 0.000
H -2.6647 1.4277 3.9911 0.055 -0.023 0.011 0.000
H -3.6025 2.9264 3.9102 -0.027 -0.002 0.017 0.000
H -4.2984 3.0588 1.0092 0.061 0.044 -0.056 0.000
H -5.4808 3.1889 2.3156 -0.007 0.017 0.006 0.000
H -5.7331 2.0300 1.0132 -0.028 0.015 -0.010 0.000
H -4.6881 -0.1086 3.9202 0.008 -0.012 0.015 0.000
H -6.0420 0.3078 2.8586 -0.009 -0.030 -0.002 0.000
H -5.5675 1.4051 4.1478 -0.015 0.010 0.002 0.000
H 1.0902 -0.8412 5.9160 0.013 -0.010 0.024 0.000
H 0.8396 -3.2327 5.9557 -0.001 -0.006 0.001 0.000
H 1.3571 -3.9812 4.4279 0.001 -0.015 0.011 0.001
H -0.3503 -3.8453 4.7862 0.000 -0.014 0.001 0.000
H -0.8297 2.0327 5.6051 0.001 0.001 -0.005 0.000
H 0.4480 2.9078 6.4549 0.006 0.008 0.010 0.000
H 0.2449 1.1798 6.7222 -0.008 -0.021 0.025 0.000
H 0.0919 2.9222 3.3712 -0.110 0.022 -0.049 0.000
H 1.7988 2.7226 2.9932 0.017 -0.003 -0.038 0.000
H 1.3101 3.7958 4.3131 0.011 -0.013 0.016 0.000
H 2.7116 0.8373 6.1043 0.008 -0.012 0.007 0.000
H 2.8830 2.5648 5.8096 0.011 0.004 0.010 0.000
H 3.3111 1.4098 4.5418 0.015 -0.006 -0.009 0.000
H -1.9667 3.6874 0.3464 -0.035 -0.036 0.067 0.000
H -2.1618 2.8389 -1.1862 -0.035 -0.024 -0.018 0.000
H -2.3459 4.6003 -1.1219 0.015 0.005 0.004 0.000
H 0.1530 5.0776 0.7981 -0.006 0.000 0.031 0.000
H -0.4789 6.0426 -0.5373 0.003 0.022 -0.014 0.000
H 1.1898 5.4980 -0.5741 0.025 -0.002 0.017 0.000
H -0.4372 3.2059 -3.0446 -0.013 0.046 0.035 0.000
H 0.9822 4.2228 -2.7571 0.030 0.014 -0.015 0.000
H -0.6144 4.9599 -2.8949 -0.013 0.033 -0.013 0.000
C -0.1075 -6.0969 -4.4980 -0.055 -0.024 -0.075 0.000
C 0.7767 -5.7323 -3.3465 0.098 -0.015 0.110 0.000
C 1.9945 -6.3585 -3.1097 -0.061 0.098 0.048 0.005
C 2.7769 -5.9552 -2.0433 -0.049 0.065 0.038 0.000
C 2.3111 -4.9239 -1.2449 -0.030 -0.155 -0.017 0.008
Br 3.3696 -4.3955 0.2278 -0.033 0.024 -0.046 0.013
N 1.1514 -4.3039 -1.4445 0.388 0.243 0.290 0.016
C 0.4118 -4.7169 -2.4785 -0.021 0.040 -0.108 0.008
H 0.2112 -7.0320 -4.9548 -0.013 -0.002 -0.010 0.000
H -0.0785 -5.3191 -5.2630 -0.012 -0.009 -0.014 0.000
H -1.1426 -6.2087 -4.1769 -0.019 0.000 -0.017 0.000
H 2.3311 -7.1600 -3.7546 0.006 -0.016 -0.015 0.000
H 3.7246 -6.4225 -1.8257 0.021 0.001 0.011 0.000
H -0.5174 -4.1893 -2.6394 -0.032 0.020 -0.022 0.001
C 3.5136 -1.3549 -4.4246 -0.084 0.011 0.060 0.000
C 1.9970 -1.2155 -4.3498 0.042 -0.005 -0.119 -0.005
C 1.3724 -1.7478 -5.6307 0.021 -0.028 0.058 0.000
O 1.5553 -2.0662 -3.2658 0.099 -0.139 -0.372 -0.008
B 1.0572 -1.3063 -2.2405 -0.165 -0.372 0.345 -0.064
O 1.0148 0.0195 -2.5749 0.016 0.451 0.052 -0.017
C 1.4953 0.2170 -3.9243 -0.013 0.076 -0.084 -0.006
C 2.5833 1.2821 -3.8694 -0.080 -0.060 0.009 0.000
C 0.3189 0.7417 -4.7401 0.042 -0.063 0.012 0.000
H 3.7601 -2.3895 -4.6612 -0.002 -0.021 0.001 0.000
H 3.9774 -1.1125 -3.4691 0.010 0.015 0.024 0.000
H 3.9391 -0.7163 -5.1977 0.013 0.019 -0.029 0.000
H 1.7196 -2.7692 -5.7884 0.005 -0.016 -0.012 0.000
H 1.6669 -1.1533 -6.4955 0.011 0.023 -0.019 0.000
H 0.2860 -1.7631 -5.5672 -0.007 0.000 -0.013 0.000
H 3.4001 0.9846 -3.2156 0.042 -0.008 0.027 0.000
H 2.1496 2.2027 -3.4781 -0.002 0.017 -0.005 0.000
H 2.9871 1.4914 -4.8596 0.006 -0.008 -0.044 0.000
H -0.5362 0.0714 -4.6709 -0.022 -0.022 -0.004 0.000
H 0.5845 0.8665 -5.7896 0.005 0.009 -0.018 0.000
H 0.0185 1.7140 -4.3493 0.025 -0.074 -0.020 0.000